Record 1
Molecular formula: C60H51BCoN3P3Si
Method: DFT, ωB97M-V with the def2-TZVPD basis set

spin multiplicity	4
DFT total energy	-141564.2796	eV
charge	0
Kohn-Sham gap (alpha / beta)	6.48 / 6.64	eV

Each line ends with the Mulliken charge.
Positions of all 120 atoms, in Å:
Co (0.291, -0.059, -0.332)  -0.64
C (3.424, -5.146, -2.713)  -0.68
C (3.775, -4.103, -1.871)  -1.15
C (2.796, -3.316, -1.297)  -0.52
C (1.449, -3.551, -1.565)  1.51
C (1.104, -4.616, -2.392)  -0.65
C (2.088, -5.403, -2.963)  -0.76
P (0.238, -2.490, -0.684)  1.09
C (-1.331, -3.280, -1.168)  1.23
C (-1.642, -3.155, -2.526)  -0.75
C (-2.873, -3.533, -3.016)  -1.01
C (-3.824, -4.054, -2.149)  -0.86
C (-3.516, -4.217, -0.809)  -0.73
C (-2.284, -3.822, -0.314)  -1.34
C (0.727, -3.152, 0.951)  0.55
C (0.574, -4.504, 1.233)  -0.36
C (1.071, -5.026, 2.411)  -1.24
C (1.747, -4.206, 3.302)  -0.85
C (1.917, -2.865, 3.013)  -0.10
C (1.419, -2.325, 1.838)  0.16
Si (1.464, -0.443, 1.515)  0.88
C (0.549, 0.247, 3.053)  0.23
C (1.107, 0.550, 4.286)  -0.09
C (0.293, 0.932, 5.339)  -0.84
C (-1.084, 0.997, 5.173)  -1.01
C (-1.651, 0.710, 3.945)  -0.03
C (-0.828, 0.357, 2.881)  -0.50
P (-1.427, -0.085, 1.216)  2.10
C (-2.549, -1.410, 1.806)  1.38
C (-1.999, -2.366, 2.660)  -0.43
C (-2.785, -3.376, 3.181)  -0.65
C (-4.134, -3.434, 2.873)  -0.80
C (-4.692, -2.473, 2.048)  -0.88
C (-3.905, -1.470, 1.508)  -0.75
C (-2.552, 1.261, 0.747)  1.54
C (-3.203, 1.122, -0.453)  -1.97
C (-3.608, 2.316, -1.227)  0.47
C (-3.759, 3.520, -0.366)  -1.55
C (-3.209, 3.588, 0.870)  -0.96
C (-2.518, 2.495, 1.415)  -1.06
C (3.031, 0.626, 1.468)  0.54
C (4.219, 0.344, 2.113)  -0.26
C (5.271, 1.242, 2.053)  -0.84
C (5.134, 2.428, 1.352)  -0.96
C (3.947, 2.723, 0.703)  -0.39
C (2.898, 1.815, 0.748)  0.47
P (1.251, 2.132, 0.032)  1.18
C (1.406, 2.646, -1.696)  -0.60
C (2.552, 2.470, -2.426)  -0.51
C (2.576, 2.605, -3.812)  -1.00
C (1.381, 2.866, -4.507)  -0.93
C (0.208, 3.043, -3.851)  -1.20
C (0.112, 3.053, -2.362)  1.26
C (0.981, 3.770, 0.823)  1.16
C (1.252, 4.969, 0.170)  -0.94
C (1.070, 6.174, 0.825)  -0.87
C (0.602, 6.194, 2.128)  -0.72
C (0.333, 5.003, 2.785)  -0.93
C (0.528, 3.798, 2.137)  -0.25
H (4.187, -5.763, -3.165)  0.38
H (4.814, -3.895, -1.663)  0.50
H (3.084, -2.508, -0.644)  0.38
H (0.069, -4.852, -2.588)  0.37
H (1.803, -6.225, -3.606)  0.44
H (-0.886, -2.772, -3.201)  0.70
H (-3.094, -3.418, -4.069)  0.46
H (-4.800, -4.331, -2.523)  0.41
H (-4.242, -4.652, -0.137)  0.51
H (-2.067, -3.944, 0.734)  0.36
H (0.070, -5.149, 0.527)  0.57
H (0.944, -6.075, 2.633)  0.44
H (2.140, -4.614, 4.219)  0.43
H (2.439, -2.225, 3.709)  0.39
H (2.180, 0.498, 4.418)  0.49
H (0.729, 1.172, 6.298)  0.44
H (-1.715, 1.276, 6.006)  0.43
H (-2.724, 0.748, 3.816)  0.56
H (-0.950, -2.317, 2.911)  0.10
H (-2.342, -4.122, 3.824)  0.45
H (-4.751, -4.219, 3.284)  0.39
H (-5.749, -2.504, 1.826)  0.45
H (-4.354, -0.726, 0.868)  0.34
H (-3.237, 0.163, -0.955)  0.76
H (-4.522, 2.139, -1.806)  0.91
H (-4.269, 4.370, -0.797)  0.41
H (-3.289, 4.498, 1.447)  0.46
H (-1.986, 2.603, 2.345)  0.52
H (4.319, -0.583, 2.660)  0.43
H (6.199, 1.015, 2.555)  0.42
H (5.958, 3.126, 1.309)  0.39
H (3.842, 3.652, 0.161)  0.51
H (3.461, 2.185, -1.919)  0.27
H (3.497, 2.449, -4.348)  0.46
H (1.410, 2.914, -5.587)  0.43
H (-0.699, 3.245, -4.400)  0.42
H (-0.127, 4.091, -2.056)  0.51
H (1.634, 4.957, -0.841)  0.49
H (1.304, 7.100, 0.317)  0.45
H (0.457, 7.137, 2.633)  0.41
H (-0.024, 5.015, 3.806)  0.50
H (0.344, 2.862, 2.647)  0.28
B (4.608, -0.391, -1.739)  0.81
C (3.084, -0.272, -1.507)  -0.46
N (1.958, -0.193, -1.230)  0.14
H (5.058, 0.708, -1.925)  -0.19
H (4.805, -1.119, -2.668)  -0.22
H (5.026, -0.849, -0.702)  -0.11
N (-3.704, 2.453, -4.385)  -0.33
C (-2.764, 1.892, -3.582)  -0.25
C (-2.134, 0.716, -3.847)  -1.85
C (-1.184, 0.203, -2.923)  -0.54
N (-0.744, 0.815, -1.878)  1.61
C (-1.073, 2.223, -1.763)  -0.98
C (-2.449, 2.610, -2.319)  -0.44
H (-4.054, 1.951, -5.183)  0.23
H (-4.185, 3.282, -4.087)  0.24
H (-2.371, 0.148, -4.733)  0.46
H (-0.795, -0.791, -3.094)  0.81
H (-1.064, 2.486, -0.698)  -1.12
H (-2.484, 3.691, -2.486)  0.93

Atoms 1-6, force components in eV/Å:
-1.1 0.1 0.7
0.0 -0.1 0.0
0.1 0.0 0.0
0.0 0.0 -0.1
0.0 0.1 -0.3
-0.1 0.1 0.0


Record 2
Molecular formula: C60H52BrN4O5ReS4
Method: DFT, ωB97M-V with the def2-TZVPD basis set

spin multiplicity	2
DFT total energy	-194768.7204	eV
charge	+1
Kohn-Sham gap (alpha / beta)	6.20 / 6.39	eV

Each line ends with the Mulliken charge.
Positions of all 127 atoms, in Å:
Re (0.636, -1.397, -0.058)  1.86
O (-0.968, -6.472, -0.558)  -0.61
C (0.067, -6.185, -1.404)  1.33
C (0.876, -7.185, -1.923)  -0.77
C (1.889, -6.876, -2.811)  -0.79
C (2.089, -5.568, -3.213)  -1.14
C (1.291, -4.569, -2.687)  -0.59
C (0.297, -4.862, -1.771)  -0.71
C (-0.594, -3.741, -1.260)  0.51
O (-0.093, -2.517, -1.515)  0.34
N (-0.839, -3.883, 0.185)  0.32
N (-0.951, -2.763, 0.911)  -0.22
C (-1.726, -2.810, 1.944)  -1.20
C (-2.114, -1.801, 2.882)  0.22
Br (-1.198, -0.146, 2.931)  0.19
C (-3.157, -2.020, 3.712)  -0.71
C (-3.792, -1.067, 4.608)  0.03
C (-4.180, 0.200, 4.172)  0.14
C (-4.809, 1.071, 5.044)  -0.78
C (-5.045, 0.696, 6.357)  -0.49
C (-4.672, -0.564, 6.792)  -0.64
C (-4.066, -1.449, 5.922)  -0.59
H (-1.026, -7.429, -0.445)  0.37
H (0.692, -8.212, -1.639)  0.32
H (2.515, -7.665, -3.196)  0.44
H (2.852, -5.324, -3.935)  0.50
H (1.406, -3.539, -2.989)  0.61
H (-1.576, -3.871, -1.768)  -0.11
H (-1.472, -4.645, 0.421)  0.45
H (-2.268, -3.750, 2.099)  0.35
H (-3.572, -3.022, 3.718)  0.55
H (-4.031, 0.486, 3.141)  0.60
H (-5.116, 2.044, 4.696)  0.45
H (-5.527, 1.381, 7.040)  0.40
H (-4.860, -0.862, 7.811)  0.39
H (-3.780, -2.432, 6.263)  0.46
C (2.770, 4.362, -0.781)  -1.49
C (3.775, 3.964, -1.862)  2.15
C (5.158, 4.459, -1.406)  -1.88
C (3.362, 4.653, -3.171)  -1.85
C (3.839, 2.465, -2.124)  0.20
C (4.842, 2.021, -2.997)  -0.21
C (5.070, 0.684, -3.222)  -1.57
C (4.257, -0.230, -2.576)  0.96
S (4.483, -1.950, -2.502)  -0.42
C (3.181, -2.034, -1.374)  0.75
N (2.535, -0.896, -1.163)  0.56
C (3.174, 0.168, -1.770)  -1.90
C (2.982, 1.537, -1.549)  0.78
C (2.946, -3.179, -0.545)  0.79
C (3.747, -4.321, -0.588)  -0.57
C (3.564, -5.310, 0.352)  -0.85
C (2.610, -5.136, 1.348)  -0.79
C (1.821, -3.997, 1.387)  -0.41
C (1.939, -3.002, 0.425)  -0.09
H (2.908, 5.413, -0.535)  0.72
H (2.919, 3.788, 0.130)  0.23
H (1.752, 4.239, -1.136)  0.10
H (5.107, 5.515, -1.152)  0.48
H (5.915, 4.342, -2.175)  0.36
H (5.482, 3.913, -0.521)  0.40
H (3.186, 5.713, -3.003)  0.45
H (2.442, 4.208, -3.546)  0.30
H (4.129, 4.553, -3.933)  0.44
H (5.484, 2.732, -3.488)  0.46
H (5.883, 0.352, -3.846)  0.43
H (2.195, 1.844, -0.884)  -0.48
H (4.500, -4.420, -1.356)  0.43
H (4.169, -6.204, 0.328)  0.46
H (2.476, -5.899, 2.101)  0.48
H (1.105, -3.888, 2.194)  0.46
C (-1.889, 5.794, 1.839)  -1.11
O (-0.998, 4.767, 1.455)  -0.34
C (-0.959, 4.442, 0.138)  1.07
C (-1.512, 5.230, -0.867)  -0.38
C (-1.476, 4.828, -2.189)  -1.31
C (-0.894, 3.621, -2.537)  -1.16
C (-0.351, 2.823, -1.552)  0.14
C (-0.360, 3.218, -0.217)  0.32
N (0.255, 2.367, 0.710)  2.04
C (0.992, 2.714, 1.736)  -0.19
C (1.796, 1.853, 2.514)  0.23
C (2.587, 2.382, 3.558)  -0.89
C (3.449, 1.593, 4.272)  -0.96
C (3.558, 0.225, 3.979)  -0.59
C (2.813, -0.338, 2.979)  -0.69
C (1.926, 0.452, 2.210)  0.23
O (1.255, -0.043, 1.238)  1.35
H (-1.934, 5.761, 2.926)  0.29
H (-2.884, 5.615, 1.423)  0.43
H (-1.530, 6.776, 1.514)  0.34
H (-1.961, 6.178, -0.623)  0.50
H (-1.911, 5.462, -2.946)  0.48
H (-0.860, 3.308, -3.567)  0.66
H (0.108, 1.884, -1.815)  -0.82
H (0.112, 1.364, 0.509)  -1.37
H (1.025, 3.770, 1.969)  0.51
H (2.515, 3.439, 3.767)  0.55
H (4.055, 2.018, 5.058)  0.43
H (4.250, -0.383, 4.541)  0.47
H (2.881, -1.390, 2.734)  0.53
O (-1.066, -0.011, -0.328)  -0.06
C (-2.217, -0.009, -1.075)  1.65
C (-2.949, -1.353, -1.152)  -0.25
C (-3.643, -1.978, -0.157)  -0.62
C (-4.312, -3.142, -0.593)  -0.90
C (-4.150, -3.365, -1.922)  -0.87
S (-3.177, -2.160, -2.666)  -0.26
C (-1.919, 0.375, -2.513)  -0.62
C (-2.630, 1.139, -3.384)  -0.40
C (-2.060, 1.161, -4.676)  -1.01
C (-0.922, 0.428, -4.756)  -0.82
S (-0.521, -0.319, -3.260)  0.33
C (-3.246, 0.935, -0.470)  0.16
C (-3.119, 1.782, 0.587)  -1.44
C (-4.324, 2.448, 0.912)  -1.08
C (-5.354, 2.096, 0.105)  -0.92
S (-4.879, 0.935, -1.067)  -0.07
H (-3.715, -1.601, 0.847)  1.24
H (-4.894, -3.776, 0.054)  0.51
H (-4.545, -4.163, -2.518)  0.56
H (-3.527, 1.677, -3.135)  0.50
H (-2.495, 1.697, -5.501)  0.48
H (-0.295, 0.265, -5.610)  0.54
H (-2.208, 1.913, 1.139)  1.00
H (-4.408, 3.149, 1.722)  0.63
H (-6.370, 2.435, 0.120)  0.55

Atoms 1-6, force components in eV/Å:
-1.2 -1.1 -0.1
-0.1 -0.1 0.1
0.4 0.0 -0.4
-0.1 0.0 0.2
0.1 0.0 -0.1
0.0 0.0 -0.1


- The highest spin multiplicity belongs to which entry?
  C60H51BCoN3P3Si


- spin multiplicity of number 1 (C60H51BCoN3P3Si)?
  4


- Which formula does entry 2 have?
  C60H52BrN4O5ReS4


- The lowest DFT total energy belongs to which entry?
  C60H52BrN4O5ReS4